{
  "formula": "C39H77NO19S6",
  "method": "ωB97M-V/def2-TZVPD",
  "symbols": ["C", "S", "H", "H", "H", "H", "H", "H", "H", "C", "H", "H", "H", "N", "H", "O", "H", "H", "H", "H", "O", "H", "H", "O", "C", "H", "H", "H", "H", "H", "H", "H", "H", "H", "H", "O", "H", "H", "H", "H", "H", "C", "H", "O", "C", "C", "H", "O", "C", "H", "H", "O", "C", "C", "H", "H", "C", "C", "C", "O", "O", "O", "C", "O", "H", "O", "H", "H", "H", "H", "S", "H", "O", "C", "H", "C", "H", "S", "C", "H", "O", "C", "H", "H", "H", "C", "H", "C", "C", "C", "H", "O", "H", "H", "C", "C", "C", "H", "S", "H", "H", "C", "H", "C", "C", "O", "C", "C", "C", "H", "H", "H", "H", "C", "H", "S", "C", "H", "H", "H", "H", "H", "O", "C", "H", "S", "C", "O", "H", "C", "C", "H", "H", "H", "H", "O", "C", "H", "C", "H", "H", "C"],
  "xyz": [[17.106726, -27.789477, 15.875114], [18.991383, -19.419978, 16.751513], [17.351268, -20.518915, 11.685875], [11.414223, -30.007076, 14.329599], [8.713985, -28.263872, 17.292871], [19.775616, -27.760238, 18.740580], [18.931366, -24.738696, 16.069767], [11.023825, -25.238704, 21.714174], [11.988229, -23.148915, 22.108814], [16.663240, -24.699257, 18.061282], [15.072157, -21.625716, 15.143017], [22.398412, -19.692732, 19.214094], [16.212315, -28.406085, 15.839432], [19.636197, -26.934072, 19.332978], [10.498997, -22.272146, 21.901460], [18.870694, -26.625918, 14.374178], [17.643297, -20.807830, 18.214670], [23.423490, -22.696606, 16.603103], [17.421713, -25.226586, 13.857052], [16.993053, -29.075786, 19.754686], [15.527061, -25.110363, 23.363798], [21.884263, -18.571312, 20.458612], [13.174880, -29.954737, 15.915218], [21.713360, -22.565124, 18.338033], [17.462017, -19.981613, 17.541082], [20.130044, -24.288177, 14.850479], [18.716274, -23.334488, 15.020055], [16.692472, -22.595537, 10.565636], [15.208727, -25.662148, 16.820756], [14.965798, -26.042061, 18.499394], [7.499423, -27.049522, 18.020463], [14.015201, -21.221658, 19.178976], [14.350510, -27.653524, 21.038603], [16.648027, -19.993035, 13.897452], [14.592867, -24.376909, 17.992350], [13.883583, -25.666347, 21.629146], [12.227898, -28.551752, 21.737002], [13.626652, -21.777197, 20.866449], [14.676346, -27.954927, 16.099875], [16.658723, -26.865786, 21.573081], [21.339226, -24.150734, 17.033668], [12.723122, -26.937049, 13.540224], [11.964336, -27.197067, 22.907782], [19.248304, -20.314974, 15.664344], [13.797966, -26.962626, 14.413240], [11.890991, -25.422679, 17.170221], [15.341804, -24.277332, 11.814109], [10.275748, -28.499786, 19.568112], [16.731840, -21.240464, 12.205262], [11.837450, -24.450601, 17.664543], [17.835784, -28.077866, 16.617064], [11.169423, -23.096282, 20.113383], [11.851581, -28.014975, 13.509471], [16.331998, -22.416555, 11.569718], [19.516615, -27.212388, 20.301626], [21.161895, -20.195291, 20.296754], [13.822657, -27.104409, 21.820685], [15.988954, -29.483967, 19.667624], [21.386831, -23.065179, 17.016139], [18.549256, -28.986681, 14.001492], [19.034207, -18.000298, 16.593335], [8.543588, -26.858281, 20.389447], [15.158353, -23.048348, 13.564918], [10.092438, -26.245446, 18.607547], [14.320101, -27.327774, 22.772335], [11.545748, -21.893439, 18.054884], [14.514390, -23.697332, 14.149905], [12.910211, -25.535703, 16.817802], [17.379568, -25.393494, 20.923589], [11.255277, -27.440580, 17.546432], [21.275702, -23.500667, 19.569488], [16.944112, -24.145837, 16.021217], [17.688531, -25.586127, 18.080851], [20.429119, -18.815244, 18.856471], [15.396083, -28.023488, 18.243905], [19.054690, -24.373941, 15.051039], [12.155407, -26.674111, 18.890152], [15.274166, -24.948007, 21.966784], [16.331287, -20.951516, 13.505009], [22.333620, -21.619001, 15.691324], [21.429171, -24.875815, 19.155531], [15.478226, -23.284656, 12.235527], [13.950673, -31.701122, 21.230932], [16.100858, -22.863704, 16.938393], [12.544990, -26.124243, 12.848037], [13.738334, -29.285817, 18.889587], [16.059414, -26.204349, 20.051623], [11.052057, -23.141037, 21.538100], [15.606406, -30.478210, 20.560075], [12.014043, -29.106874, 14.346644], [20.444490, -22.592701, 16.732102], [16.755303, -27.412188, 13.315780], [12.959311, -28.824363, 18.293772], [16.302639, -30.878652, 21.287889], [13.526911, -21.966228, 19.803717], [21.527761, -19.317683, 19.754302], [15.250774, -25.227825, 17.825593], [16.651300, -24.058662, 18.974168], [11.770988, -21.751755, 19.457669], [10.028986, -24.340677, 22.929601], [11.265295, -25.418809, 16.274466], [8.121249, -27.926446, 18.139592], [20.761584, -17.907689, 18.338351], [13.966440, -28.034974, 15.286556], [16.446781, -25.941077, 21.036665], [20.056578, -19.827066, 17.901334], [13.091081, -29.111260, 15.239298], [19.546221, -23.027519, 19.673417], [16.901583, -23.603259, 16.978721], [12.385781, -30.820391, 19.672108], [17.145664, -19.074465, 18.056951], [19.391448, -21.963661, 19.808830], [16.809909, -26.755329, 16.052425], [13.354573, -30.340182, 19.700745], [17.892339, -23.151334, 17.068466], [17.793078, -27.790806, 14.229552], [11.432266, -26.507515, 18.091105], [7.587345, -28.730999, 18.635509], [22.705438, -23.380242, 15.284999], [16.743826, -20.239313, 16.769283], [18.911575, -25.124782, 12.974228], [9.410684, -24.574263, 21.295590], [21.946982, -23.028615, 20.731714], [10.314601, -24.438881, 21.879526], [11.777884, -27.073025, 21.134296], [9.348295, -27.426227, 19.352639], [22.479094, -22.632079, 16.045196], [15.213928, -23.647476, 21.381889], [18.785399, -26.427882, 18.960444], [14.290419, -30.911484, 20.571132], [12.373317, -27.490116, 21.945614], [19.144015, -23.588757, 20.516408], [11.098534, -28.097161, 12.729709], [13.859976, -22.962221, 19.533073], [19.081494, -23.379513, 18.750143], [11.307696, -20.646268, 20.236258], [15.490919, -21.839740, 14.166146], [20.458990, -26.330921, 19.142312], [18.504240, -25.265053, 13.973425], [14.483006, -26.124977, 14.491897], [19.530304, -18.482833, 19.392101], [15.063245, -28.862266, 18.839380]],
  "atomic_forces_ev_per_a": [[-0.106, 0.379, -0.866], [0.236, -1.415, 0.707], [0.076, -0.124, -0.030], [-0.349, 0.237, -0.291], [-0.538, 0.031, -0.382], [-0.254, 0.059, 0.364], [-0.217, -0.338, -0.251], [-0.276, -0.368, 0.144], [0.372, 0.070, -0.701], [0.479, 1.978, 0.152], [0.233, 0.067, 0.039], [-0.116, 0.232, -0.318], [0.674, -0.292, 0.072], [0.590, -0.847, -0.992], [-0.069, 0.008, -0.312], [-0.261, -0.241, -0.463], [0.162, -0.104, -0.030], [-0.116, 0.473, 0.113], [-0.090, 0.122, 0.190], [0.019, -0.172, -0.318], [0.160, 0.096, 0.012], [-0.271, 0.165, 0.021], [0.249, 0.090, 0.062], [0.216, -0.923, 1.067], [0.424, 1.414, -0.318], [0.059, -0.142, 0.197], [-0.320, -0.227, -0.292], [-0.165, -0.223, -0.027], [-0.359, 0.387, -0.072], [-0.043, 0.219, 0.108], [-0.101, -0.026, -0.479], [0.173, 0.115, 0.197], [-0.163, 0.353, -0.240], [-0.132, -0.120, 0.363], [-0.432, -0.228, -0.409], [0.582, 0.399, -0.502], [0.275, -0.130, 0.535], [0.335, 0.014, -0.042], [-0.251, -0.103, -0.296], [-0.183, 0.068, 0.227], [-0.273, 0.089, 0.112], [0.063, -0.237, -0.138], [-0.119, -0.050, -0.015], [0.150, 0.267, 0.090], [-0.032, 0.225, 0.488], [-0.742, 0.735, -0.307], [-0.537, 0.187, -0.094], [0.035, 0.087, 0.294], [0.022, -0.144, -0.071], [-0.134, 0.019, -0.083], [0.140, -0.155, -0.005], [0.600, 0.588, -0.497], [-0.422, -0.770, -0.608], [-0.043, 0.881, 0.254], [0.273, 0.135, -0.018], [0.102, 0.178, 0.273], [0.014, -0.371, 1.107], [0.203, 0.406, 0.557], [0.152, 0.372, -0.999], [-0.222, 0.302, 0.158], [-0.341, -0.178, -0.086], [0.765, 0.035, 0.463], [-0.899, 0.683, 0.108], [0.217, 0.605, 0.619], [0.073, 0.018, -0.139], [-0.170, 0.241, 0.083], [0.097, -0.288, -0.284], [0.095, -0.459, 0.231], [-0.170, 0.288, -0.013], [0.837, -0.024, -0.095], [-0.537, 2.041, -0.878], [-0.388, 0.431, 0.132], [0.814, -1.256, 0.287], [0.089, 1.467, -0.098], [-0.156, -0.050, -0.163], [1.587, 0.798, -0.554], [-0.316, 0.011, 0.257], [0.050, -1.045, -0.369], [-0.287, 0.105, -0.505], [0.042, -0.041, -0.323], [-0.127, 0.006, 0.319], [1.345, -1.129, 0.279], [0.206, 0.000, 0.043], [0.081, 0.107, 0.080], [0.214, 0.111, 0.086], [-0.513, -0.004, -0.540], [0.055, 0.333, 0.178], [-1.104, -0.361, 1.029], [-0.188, 0.054, 0.208], [1.106, -0.052, 0.444], [-0.118, -0.330, 0.064], [0.157, 0.145, 0.046], [0.227, 0.094, -0.173], [0.099, -0.029, -0.176], [-1.058, 0.399, -0.422], [-0.156, -1.213, 0.094], [0.626, -0.348, 0.328], [-0.325, -0.401, 0.406], [0.859, -1.365, 0.815], [0.112, -0.421, 0.024], [-0.053, 0.232, 0.087], [1.413, 0.044, 0.831], [0.000, -0.333, -0.221], [-0.791, 0.172, 0.268], [-0.059, -0.313, 0.186], [-0.164, 0.022, -0.516], [-0.514, 0.085, 0.018], [0.236, -1.243, -0.137], [-0.157, -1.179, -0.425], [-0.283, 0.577, -0.086], [-0.339, -0.285, 0.284], [0.482, 0.108, 0.048], [0.114, -0.074, 0.183], [0.849, -0.686, 0.546], [-0.263, 0.235, 0.254], [0.451, -0.364, 0.495], [-0.035, -1.188, -0.590], [-0.108, -0.119, -0.195], [-0.783, 0.265, -0.456], [0.059, -0.040, -0.113], [0.226, 0.278, 0.131], [0.034, -0.027, -0.157], [0.193, -0.165, -0.110], [0.390, 1.086, 0.084], [0.071, 0.402, 0.128], [-1.486, -0.001, -0.799], [0.967, -0.522, 1.100], [-0.085, -0.053, 0.164], [-1.181, 0.930, -0.536], [-0.369, 0.014, -0.419], [-0.240, -0.285, -0.840], [-0.159, 0.077, -0.001], [-0.118, 0.373, 0.219], [-0.169, -0.012, 0.032], [-0.114, -0.065, 0.112], [-0.130, 0.306, -0.410], [0.312, 0.047, 0.016], [-0.261, 0.217, 0.693], [-0.680, -0.570, 0.352], [-0.036, -0.011, -0.183], [0.148, -0.352, 0.242], [-0.004, -0.258, 0.481]],
  "gap_ev": 7.8,
  "max_force_ev_per_a": 2.29,
  "homo_energy_ev": -8.368
}